Record 1
# C6H8OSe

2 unconnected molecules or ions with the total composition C6H8OSe in a non-equilibrium geometry (the ωB97M-V functional and the def2-TZVPD basis, the OMol25 dataset).

The geometry in XYZ format:
```
16
Properties=species:S:1:pos:R:3:forces:R:3:lowdin_charge:R:1
C 2.0191 0.3648 0.3643 -2.233 0.501 0.275 -0.1041
C 2.8678 -0.3397 -0.3538 -0.529 -1.955 0.683 -0.1329
C 1.1649 -1.7102 0.1565 -0.314 1.247 0.915 -0.1818
C 0.8882 -0.4873 0.6436 -2.240 1.875 1.149 -0.0488
C -2.3604 1.0999 -1.2447 -2.042 -0.463 2.285 -0.3348
C -1.4408 0.1256 1.2716 3.331 -1.661 0.163 -0.4022
O 2.3559 -1.5959 -0.4332 2.308 -2.307 -1.575 -0.0360
Se -2.2777 -0.5936 -0.1716 -0.923 0.664 -1.054 0.9032
H 2.0927 1.3899 0.5285 0.086 1.442 0.607 0.0764
H 3.8964 -0.2337 -0.5402 0.854 0.112 -0.826 0.1105
H 0.7230 -2.6828 0.3340 0.149 0.155 -0.613 0.1204
H -3.4363 1.3978 -1.2810 0.973 0.061 0.309 0.0310
H -1.7305 1.7877 -0.6895 -0.049 0.166 -0.392 0.0184
H -2.0869 0.9080 -2.2215 1.079 -0.343 -1.859 -0.0193
H -1.2156 -0.5792 2.0580 -0.476 -0.001 0.182 -0.0110
H -1.4597 1.1487 1.5791 0.025 0.508 -0.248 0.0110
```
Forces are in eV/Å.

## Properties
* total charge: 0
* relative energy (zero: lowest compared OMol25 entry of this formula, charge and spin): 60.6 kcal per mole
* HOMO-LUMO gap (alpha / beta): 0.2942 / 0.2794 Ha
* multiplicity: 1
* HOMO (alpha / beta): -7.87 / -7.49 eV

---

Record 2
# C6H8S

C6H8S in the gas phase in a non-equilibrium geometry (the ωB97M-V functional and the def2-TZVPD basis, the OMol25 dataset).

The geometry in XYZ format:
```
15
Properties=species:S:1:pos:R:3:forces:R:3:lowdin_charge:R:1
C -1.2559 1.1282 1.9878 -1.329 -0.348 0.597 0.0104
C -0.6237 0.0793 1.5763 0.927 -1.688 -1.552 -0.1063
C 0.0948 -0.9420 1.1135 -0.749 1.746 2.434 -0.2094
C 0.1414 -1.6884 -0.1183 2.238 2.528 -4.990 -0.4262
S -0.7494 -0.9794 -1.6373 -0.882 -0.973 1.582 0.8650
C 0.0898 0.4662 -1.9915 1.600 -0.914 1.852 -0.5384
C 1.1621 0.9587 -1.3142 -3.381 -1.125 -1.626 -0.0496
H -2.2151 1.0370 2.5407 0.769 0.085 -0.444 0.0760
H -0.9108 2.1055 1.7387 0.288 0.603 0.023 0.0527
H 0.7875 -1.3157 1.8444 0.485 -0.177 0.406 0.1051
H 1.2325 -1.6523 -0.6731 -2.179 -0.386 2.056 0.1332
H -0.2243 -2.6580 -0.1052 -0.447 -1.952 0.348 0.0337
H -0.3298 0.7880 -2.9039 0.315 0.834 -1.205 0.0296
H 1.5656 1.7591 -1.7738 1.683 2.703 -1.258 0.0053
H 1.2354 0.9139 -0.2840 0.662 -0.937 1.779 0.0189
```
Forces are in eV/Å.

## Properties
* total charge: 0
* relative energy (zero: lowest compared OMol25 entry of this formula, charge and spin): 75.9 kcal per mole
* HOMO-LUMO gap: 0.3344 Ha
* multiplicity: 1
* HOMO: -8.22 eV
* SMILES: C=C=CCSC=C

---

Record 3
# C6H8S

C6H8S in the gas phase in a non-equilibrium geometry (the ωB97M-V functional and the def2-TZVPD basis, the OMol25 dataset).

The geometry in XYZ format:
```
15
Properties=species:S:1:pos:R:3:forces:R:3:lowdin_charge:R:1
C -0.1678 0.0412 -0.0657 -2.699 1.061 2.473 -0.2455
C 0.8550 -0.3488 -0.8505 5.436 2.199 -0.431 -0.4922
C -1.1737 -0.6305 -0.9862 -1.132 0.906 -0.412 -0.1098
C 0.0765 0.7544 1.2722 1.253 -2.074 -1.552 -0.1568
C 0.0949 -0.9378 -1.9227 -1.387 -0.087 -1.256 -0.1574
C 1.6296 0.8782 1.3505 0.451 -1.686 0.527 -0.4352
S 2.5449 -0.1001 0.0238 -1.488 -1.011 -0.503 0.8274
H -1.8586 -1.3593 -0.4680 0.999 -0.217 -0.727 0.1134
H -1.8495 -0.1391 -1.7090 -0.015 0.919 1.021 0.1017
H -0.3859 1.7002 1.3902 -0.524 0.867 0.113 0.0921
H -0.2580 0.0451 2.0201 -0.329 0.134 0.612 0.1053
H 0.1920 -0.3564 -2.9439 -0.554 -1.323 1.876 0.1512
H 0.0045 -1.9782 -2.0038 1.002 -1.679 -0.873 0.0801
H 1.9623 1.8677 1.1406 0.230 0.878 0.289 0.0420
H 2.1537 0.4302 2.2745 -1.241 1.114 -1.158 0.0838
```
Forces are in eV/Å.

## Properties
* total charge: 0
* ⟨S²⟩: 2.01
* relative energy (zero: lowest compared OMol25 entry of this formula, charge and spin): 99.9 kcal per mole
* HOMO-LUMO gap (alpha / beta): 0.1824 / 0.2686 Ha
* multiplicity: 3
* HOMO (alpha / beta): -3.95 / -9.19 eV

---

Record 4
# C6H9AgLiO6

A molecular structure, C6H9AgLiO6 in a non-equilibrium geometry (the ωB97M-V functional and the def2-TZVPD basis, the OMol25 dataset).

The geometry in XYZ format:
```
23
Properties=species:S:1:pos:R:3:forces:R:3:lowdin_charge:R:1
H -0.9722 -3.3060 0.9011 -0.464 2.112 0.463 0.1121
O 1.7962 4.0227 -3.5213 -0.089 0.118 -0.767 -0.0745
O 1.5729 2.5071 -1.9316 -0.550 -0.180 0.213 0.0113
C 2.1996 1.6374 -0.9974 0.383 -0.172 -0.557 -0.1565
C 1.1446 1.1486 -0.0252 -0.616 0.410 1.962 -0.3009
O 3.5768 2.8746 -2.8958 0.349 -0.373 -0.252 -0.0742
C 2.3477 3.1248 -2.8384 1.271 1.370 -0.403 -0.8088
H 2.6563 0.7878 -1.5245 -0.067 0.213 0.164 0.1372
H 2.9862 2.1726 -0.4470 -0.242 -0.178 -0.080 0.1367
H 0.6047 2.0029 0.4407 0.369 0.115 -0.512 0.1320
H 1.6238 0.6408 0.8386 0.392 0.004 -0.503 0.1216
O -3.9716 -3.2505 1.4381 -0.470 0.365 -0.135 -0.2246
O -2.3779 -2.6211 2.8546 -0.393 0.518 0.950 -0.1521
C -1.8738 -1.5750 2.0072 0.004 -0.357 -0.239 -0.2636
C -0.9950 -2.1219 0.8944 -0.243 -3.412 0.336 -0.1015
O 0.2055 0.3210 -0.5591 0.006 -0.261 -0.841 0.0379
C -3.5893 -3.1692 2.6296 -0.118 -0.760 -0.063 -0.4472
H -2.7109 -1.0005 1.5918 0.129 -0.173 0.124 0.1110
H -1.2965 -0.9177 2.6704 -0.219 -0.198 -0.096 0.1125
H -1.5124 -1.9747 -0.0648 1.253 0.696 -0.021 0.0741
H 0.0653 -1.9521 1.1347 -0.352 0.768 -1.168 0.0641
Ag 3.9190 4.6639 -4.9923 -1.174 -0.980 1.516 0.8428
Li -5.3990 -4.0154 2.3959 0.841 0.355 -0.090 0.7106
```
Forces are in eV/Å.

## Properties
* total charge: 0
* ⟨S²⟩: 0.75
* relative energy (zero: lowest compared OMol25 entry of this formula, charge and spin): 0.0 kcal per mole
* HOMO-LUMO gap: 0.1867 Ha
* multiplicity: 2
* HOMO: -7.30 eV

---

Record 5
# C6H9B

C6H9B in the gas phase in a non-equilibrium geometry (the ωB97M-V functional and the def2-TZVPD basis, the OMol25 dataset).

The geometry in XYZ format:
```
16
Properties=species:S:1:pos:R:3:forces:R:3:lowdin_charge:R:1
C 1.2403 1.3651 0.1385 -0.215 -0.429 -3.309 -0.0659
C -0.2307 0.7309 0.3168 1.980 -1.614 -2.327 -0.2520
C -1.4618 1.0406 -0.5595 2.073 1.262 1.074 -0.0617
C -2.4367 0.3228 -0.0885 -2.164 -3.792 -1.118 -0.0756
C -1.9564 -1.0515 0.5860 0.256 2.956 2.645 -0.1711
B -1.3191 -1.9486 -0.4457 0.935 3.843 -0.562 0.0372
C -0.4529 -0.8793 0.3676 -0.345 2.313 -1.076 -0.1909
H 1.8354 1.4757 1.0246 -0.635 0.906 1.061 0.0401
H 1.3377 2.3002 -0.6104 -0.457 -1.949 2.008 0.1107
H 1.9177 0.6097 -0.2891 -0.472 -0.011 -0.753 0.0497
H -0.5334 1.2367 1.1862 -0.424 -0.117 1.931 0.0965
H -1.4504 1.9572 -1.1039 -0.582 0.542 -0.320 0.1040
H -3.5035 0.3178 -0.2689 0.030 0.593 -0.334 0.1014
H -2.0837 -0.8128 1.6666 -0.847 -1.662 -0.543 0.1376
H -1.1843 -1.9847 -1.5933 -0.568 -1.615 -0.785 0.0636
H 0.2038 -1.4050 0.9477 1.435 -1.226 2.407 0.0764
```
Forces are in eV/Å.

## Properties
* total charge: 0
* relative energy (zero: lowest compared OMol25 entry of this formula, charge and spin): 106.7 kcal per mole
* HOMO-LUMO gap: 0.2937 Ha
* multiplicity: 1
* HOMO: -8.40 eV
* SMILES: C[C@H]1C=C[C@H]2B[C@H]21

---

Record 6
# C6H9BF4O3

2 unconnected molecules or ions with the total composition C6H9BF4O3 in a non-equilibrium geometry (the ωB97M-V functional and the def2-TZVPD basis, the OMol25 dataset).

The geometry in XYZ format:
```
23
Properties=species:S:1:pos:R:3:forces:R:3:lowdin_charge:R:1
B 0.7712 -1.6732 0.3871 -0.408 -3.086 -2.033 -0.6105
C -0.3480 1.3270 -0.8245 0.982 0.783 -1.014 -0.4471
C 0.3001 -2.2946 -1.0742 -0.006 0.022 -0.274 -0.0181
C 1.7620 -2.6649 1.2434 0.431 4.141 1.149 -0.0053
C 0.9095 3.3428 -0.5908 0.287 -1.054 -3.650 -0.0161
C -1.4455 0.5820 -0.2445 -0.548 -3.394 2.215 0.0323
C -2.2517 0.9717 1.0035 0.614 0.526 0.871 -0.6044
O 0.2175 0.9497 -1.8178 -0.102 0.374 0.270 0.1701
O 0.0791 -0.7608 0.9459 -1.697 3.424 0.733 0.1470
O -0.1168 2.4500 -0.1092 0.304 0.065 -0.505 0.0051
F -2.0985 -0.3848 -0.8841 1.010 1.676 -0.109 0.1692
F -3.1318 1.9561 0.7664 -0.140 -0.058 -0.680 0.1698
F -1.4966 1.3963 2.0050 0.599 0.163 -0.089 0.1836
F -2.9008 -0.0782 1.4428 -0.689 -0.747 -0.100 0.1997
H -0.5294 -1.7768 -1.6131 1.140 -0.096 0.340 0.0401
H -0.1503 -3.2914 -0.8555 0.674 0.405 0.010 0.0686
H 1.2025 -2.4197 -1.7198 -0.847 -0.035 0.262 0.0658
H 2.5189 -3.1198 0.6323 0.739 0.205 -0.014 0.0465
H 1.1565 -3.4223 1.5861 -1.606 -1.843 0.804 0.0171
H 2.0585 -2.0467 2.2018 0.164 -1.469 -1.956 0.1021
H 1.2143 4.0460 0.1017 0.997 0.277 2.385 0.0670
H 0.5872 4.0706 -1.3387 -1.320 -0.372 -0.346 0.0932
H 1.6920 2.8410 -1.2438 -0.579 0.094 1.729 0.1241
```
Forces are in eV/Å.

## Properties
* total charge: 0
* relative energy (zero: lowest compared OMol25 entry of this formula, charge and spin): 60.8 kcal per mole
* HOMO-LUMO gap (alpha / beta): 0.2247 / 0.2248 Ha
* multiplicity: 1
* HOMO (alpha / beta): -8.93 / -8.93 eV

---

Record 7
# C6H9BF6IrNO5Sb

A molecular structure, C6H9BF6IrNO5Sb (the ωB97M-V functional and the def2-TZVPD basis, the OMol25 dataset).

The geometry in XYZ format:
```
30
Properties=species:S:1:pos:R:3:forces:R:3:lowdin_charge:R:1
Ir -0.3187 0.1307 0.6345 -0.104 -0.285 -0.007 1.2793
O 3.0494 2.4873 -0.3723 -0.009 -0.014 -0.028 0.2909
C 2.3819 1.5918 -0.1148 -0.047 0.090 0.108 -0.3345
O 1.7280 0.6596 0.1470 -0.016 -0.106 -0.060 0.0549
C -0.2279 4.0477 -0.3905 -0.103 0.040 0.010 -0.3969
O 0.2310 5.0152 -0.8246 -0.004 0.004 -0.008 0.2301
O -0.6809 3.0703 0.0446 0.166 0.012 0.012 0.1575
F -1.2694 0.2333 -1.2842 0.041 0.004 0.096 -0.4475
Sb -3.1884 -0.1165 -0.8431 -0.036 0.048 -0.078 1.4447
F -3.6840 0.1664 -2.6117 0.010 0.014 0.008 -0.3184
F -2.8524 -1.9250 -1.1315 0.029 0.008 0.013 -0.3185
F -4.8561 -0.4515 -0.1003 0.004 -0.007 0.004 -0.3129
F -2.3054 -0.3367 0.9483 -0.036 0.018 -0.019 -0.4289
F -3.2698 1.6999 -0.4225 -0.001 -0.004 -0.004 -0.3253
C 1.7774 -2.7738 1.2841 -0.030 -0.002 -0.009 0.0027
C 0.7000 -2.9550 0.2605 0.006 -0.046 0.128 -0.4411
C 0.6032 -4.2751 -0.4375 -0.030 -0.003 0.002 0.0043
O -0.1036 -2.0754 -0.0129 0.091 0.089 -0.098 -0.0487
H 1.9153 -3.6890 1.8592 0.002 -0.005 -0.003 0.0988
H 1.5534 -1.9427 1.9476 0.042 -0.033 -0.022 0.0523
H 2.7176 -2.5822 0.7589 0.002 -0.004 -0.004 0.1039
H 1.5929 -4.6623 -0.6796 0.002 0.006 -0.001 0.0928
H -0.0155 -4.1902 -1.3265 -0.002 -0.005 0.001 0.0931
H 0.1382 -4.9841 0.2527 0.011 -0.005 0.000 0.1049
B 0.7305 -0.1508 5.1803 -0.079 -0.021 0.025 -0.4004
C 0.4192 -0.0785 3.6453 0.192 0.055 -0.135 -0.1738
N 0.2476 -0.0209 2.5028 -0.158 0.178 0.076 -0.0773
H 1.3942 0.8280 5.4351 0.016 -0.009 -0.007 0.0048
H -0.3394 -0.1418 5.7430 0.017 -0.005 0.014 0.0067
H 1.3340 -1.1854 5.3580 0.021 -0.009 -0.013 0.0024
```
Forces are in eV/Å.

## Properties
* total charge: 0
* ⟨S²⟩: 0.75
* relative energy (zero: lowest compared OMol25 entry of this formula, charge and spin): 2.3 kcal per mole
* HOMO-LUMO gap (alpha / beta): 0.3097 / 0.3047 Ha
* multiplicity: 2
* HOMO (alpha / beta): -9.58 / -9.51 eV

---

Record 8
# C6H9BeLiO7

A molecular structure, C6H9BeLiO7 in a non-equilibrium geometry (the ωB97M-V functional and the def2-TZVPD basis, the OMol25 dataset).

The geometry in XYZ format:
```
24
Properties=species:S:1:pos:R:3:forces:R:3:lowdin_charge:R:1
O 1.1491 -2.1048 -1.6471 2.954 1.382 0.517 -0.0716
C 0.2455 -2.7712 -1.0357 -0.718 -1.178 2.139 -0.7159
O 0.5261 -3.2841 0.0781 1.003 1.506 -0.598 0.1054
Be 2.2604 -1.9098 -0.1437 -2.175 0.972 -0.351 0.8103
O -0.9180 -2.8563 -1.6122 0.452 -0.180 -1.023 0.0487
C -2.0738 -2.2763 -0.9690 0.015 -0.409 -0.185 -0.1608
C -1.7661 -0.9479 -0.3347 1.711 2.966 1.859 -0.0614
H -2.4596 -2.9992 -0.2400 0.142 0.247 -0.125 0.1388
H -2.8032 -2.1775 -1.7817 0.308 -0.067 0.244 0.1374
H -1.8911 -1.0507 0.7510 -0.183 0.087 -0.193 0.0797
H -2.4849 -0.1829 -0.6545 0.213 -0.206 0.040 0.0846
C 0.3440 3.1769 1.5015 0.234 0.282 -0.247 -0.2365
C 0.5544 1.7547 1.1018 -0.123 0.531 0.046 -0.0328
O 1.8956 1.4724 0.9492 1.673 -0.079 0.099 0.0533
C 2.3200 0.5874 0.0301 -3.998 0.945 -0.858 -0.6259
O 1.9918 0.7424 -1.1547 0.964 -0.192 0.232 -0.0072
O 2.7532 -0.4931 0.5317 0.744 -3.951 -0.436 0.0673
O -0.9977 3.5223 1.2409 -0.195 -0.125 -0.011 -0.0499
Li 1.5005 -0.4718 -2.4817 -0.178 0.303 -0.151 0.7982
H 1.0413 3.8234 0.9328 -0.174 -0.399 0.213 0.1397
H 0.5843 3.2957 2.5728 -0.027 0.016 -0.108 0.1361
H -0.6751 -0.2766 -0.2949 -2.667 -2.506 -1.001 0.1376
H -1.0598 4.4720 1.1095 -0.035 0.011 0.089 0.0959
H -0.0369 0.9551 1.5504 0.061 0.045 -0.192 0.1289
```
Forces are in eV/Å.

## Properties
* total charge: +1
* ⟨S²⟩: 0.75
* HOMO-LUMO gap (alpha / beta): 0.2499 / 0.3111 Ha
* multiplicity: 2
* HOMO (alpha / beta): -11.65 / -13.32 eV